Molecular formula: C2H6N4O2
Method: DFT, the ωB97M-V functional and the def2-TZVPD basis

## Properties
SMILES: [H]/N=C/N(O)C(=O)NN
Orbital gap in eV: 9.96
Highest occupied orbital energy in eV: -9.246

Last column: Löwdin charge in e.
CARTESIAN COORDINATES (ANGSTROEM)
C  -0.7261  0.9031  -0.0674  -0.551
C  1.3471  -0.3132  -0.5707  -0.215
H  -1.6625  -1.8029  -0.0183  0.092
H  -1.8560  -1.0100  1.3457  0.048
H  -2.6561  0.8013  -0.5763  0.186
H  2.0215  0.6840  1.2732  0.057
H  0.9177  -0.5879  -1.5207  0.132
H  3.2078  -0.7351  -0.9783  0.079
N  -2.1582  -1.0112  0.4256  0.040
N  -1.8438  0.1946  -0.2472  -0.001
N  0.4197  0.2058  0.3718  -0.079
N  2.5750  -0.2894  -0.2894  0.092
O  -0.6912  2.0255  -0.4901  0.107
O  1.1051  0.9355  1.3421  0.014

---

Molecular formula: C25H48ClHgO10P3
Method: DFT, the ωB97M-V functional and the def2-TZVPD basis

## Properties
Charge: +2
Orbital gap in eV: 3.23
Highest occupied orbital energy in eV: -14.157

Last column: Löwdin charge in e.
CARTESIAN COORDINATES (ANGSTROEM)
C  3.2754  6.4214  0.1627  -0.060
C  3.3803  5.0003  0.6772  -0.258
O  2.1669  4.3185  0.3345  -0.133
C  1.9672  3.1211  1.0201  -0.196
C  2.4289  1.9083  0.2058  -0.125
O  1.5424  0.8150  0.4968  -0.180
C  1.4722  -0.1212  -0.5318  -0.236
C  0.5545  -1.2656  -0.0726  -0.307
P  1.6091  -2.2737  1.0346  1.283
C  3.1136  -1.5357  1.7098  -0.472
C  3.0137  -0.6876  2.9980  -0.116
C  0.8912  -3.4554  2.1356  -0.323
C  1.9938  -4.4315  2.6611  -0.084
C  0.2786  -2.2108  -1.3797  -0.292
C  1.4313  -3.0957  -1.8390  -0.249
O  1.3217  -3.4378  -3.2083  -0.047
C  2.4615  -3.1307  -3.9398  -0.504
C  3.2347  -4.2875  -4.4786  0.048
O  2.7812  -1.9879  -4.1007  0.122
P  -0.4397  -1.3960  -2.9351  0.853
O  -1.3349  -2.4101  -3.5232  -0.325
C  -0.9517  -2.9294  -0.8123  -0.488
O  -1.1893  -4.0846  -0.7651  0.234
O  -1.7431  -1.9142  -0.3693  0.036
C  -0.9415  -0.9514  0.3308  -0.367
C  -1.3938  0.4466  -0.1658  -0.172
C  -2.8693  0.4654  -0.5933  -0.157
P  -3.2810  2.2092  -0.7840  0.455
O  -2.0990  2.9718  -1.2207  -0.241
O  -4.5560  2.3872  -1.6946  -0.170
C  -4.7231  1.5740  -2.8793  -0.232
C  -3.6131  1.7278  -3.9237  -0.059
O  -3.7506  2.6041  0.6739  -0.196
C  -3.7834  4.0462  0.9174  -0.251
C  -4.7597  4.3421  2.0284  -0.067
C  -1.3733  -1.0188  1.8197  -0.524
Cl  -0.0273  -0.4763  2.8424  0.879
C  -2.0694  -2.3122  2.2979  -0.225
C  -2.0121  -2.5530  3.8031  -0.093
H  2.6524  6.9969  0.8427  0.081
H  2.8159  6.4225  -0.8208  0.083
H  4.2593  6.8801  0.1273  0.082
H  4.2070  4.4875  0.1772  0.118
H  3.5326  5.0161  1.7570  0.119
H  0.8937  2.9946  1.1809  0.131
H  2.4261  3.1137  2.0120  0.126
H  2.4429  2.1526  -0.8558  0.143
H  3.4403  1.6333  0.5246  0.127
H  2.4576  -0.4942  -0.8422  0.121
H  1.0393  0.3594  -1.4152  0.133
H  3.7454  -2.3810  1.9647  0.004
H  3.6488  -0.9429  0.9764  0.031
H  2.4356  0.2147  2.8611  0.033
H  2.6982  -1.2807  3.8508  0.081
H  4.0422  -0.3834  3.1966  0.105
H  0.4219  -2.9909  2.9962  0.055
H  0.1768  -4.0600  1.5747  0.103
H  2.6738  -4.7585  1.8804  0.055
H  1.4966  -5.2688  3.1384  0.100
H  2.5498  -3.9323  3.4525  0.082
H  2.3885  -2.6062  -1.7003  -0.017
H  1.3751  -4.0424  -1.2777  0.140
H  4.2828  -4.0144  -4.3895  0.099
H  3.0083  -5.2094  -3.9566  0.095
H  3.0269  -4.3733  -5.5434  0.114
H  0.6245  -1.0390  -3.7715  0.052
H  -1.1514  -0.2445  -2.5878  0.030
H  -0.8159  0.7998  -1.0094  0.079
H  -1.2379  1.1837  0.6184  0.120
H  -2.9641  -0.0046  -1.5687  0.080
H  -3.4983  -0.0349  0.1391  0.117
H  -4.8687  0.5284  -2.6147  0.110
H  -5.6595  1.9038  -3.3143  0.122
H  -4.0610  1.9957  -4.8767  0.081
H  -3.1016  0.7799  -4.0887  0.062
H  -2.9091  2.5123  -3.6638  0.074
H  -2.7884  4.3578  1.2209  0.117
H  -4.0911  4.5916  0.0294  0.120
H  -4.6649  5.4013  2.2659  0.087
H  -4.5342  3.7750  2.9271  0.078
H  -5.7869  4.1910  1.7084  0.084
H  -2.1380  -0.2568  1.9368  0.116
H  -1.7376  -3.1884  1.7506  0.090
H  -3.1192  -2.1865  2.0420  0.134
H  -2.7521  -3.3103  4.0506  0.096
H  -1.0572  -2.9299  4.1643  0.056
H  -2.2761  -1.6541  4.3547  0.088
Hg  4.4445  -3.0962  -0.3578  0.899

---

Molecular formula: C15H21NO6S
Method: DFT, the ωB97M-V functional and the def2-TZVPD basis

## Properties
SMILES: CCOC(=O)COc1ccc(S(=O)(=O)NC[C@H]2CCCO2)cc1
Orbital gap in eV: 9.64
Highest occupied orbital energy in eV: -9.030

Last column: Löwdin charge in e.
CARTESIAN COORDINATES (ANGSTROEM)
C  -7.5032  -0.8311  0.7126  -0.060
C  -6.2052  -0.6040  1.4715  -0.207
H  -5.5846  -1.5051  1.4424  0.124
H  -6.3960  -0.3128  2.5058  0.124
O  -5.4585  0.4878  0.9157  -0.001
C  -4.7075  0.2229  -0.1522  -0.490
O  -4.5713  -0.8554  -0.6564  0.148
C  -4.0331  1.5039  -0.6471  -0.083
O  -3.0418  1.2498  -1.6057  -0.014
C  -1.9506  0.5215  -1.2503  -0.250
C  -1.0878  0.1853  -2.2988  0.023
C  0.0651  -0.5272  -2.0486  -0.048
C  0.3620  -0.9081  -0.7522  -0.287
C  -0.4788  -0.5855  0.2913  -0.045
C  -1.6398  0.1299  0.0500  0.007
H  -2.2920  0.3641  0.8766  0.116
H  -0.2223  -0.9137  1.2861  0.117
S  1.8962  -1.7626  -0.4228  0.639
O  1.8343  -2.3601  0.8782  -0.288
O  2.2530  -2.5660  -1.5532  -0.286
N  3.0324  -0.5539  -0.3397  -0.118
H  3.2410  -0.1343  -1.2316  0.121
C  2.9239  0.3924  0.7406  -0.189
H  2.5827  -0.1709  1.6102  0.120
C  4.2932  1.0258  1.0326  -0.316
C  5.3726  -0.0279  1.3284  -0.122
H  6.0250  0.3154  2.1318  0.115
C  6.1409  -0.1141  0.0108  -0.157
H  5.6484  -0.8169  -0.6599  0.104
C  6.0012  1.3122  -0.5137  -0.198
H  6.7672  1.9654  -0.0694  0.121
O  4.7159  1.7538  -0.1139  -0.107
H  6.0593  1.3906  -1.6010  0.120
H  7.1804  -0.4054  0.1419  0.111
H  4.9248  -0.9775  1.6085  0.116
H  4.1715  1.7281  1.8696  0.147
H  2.2010  1.1904  0.5181  0.128
H  0.7341  -0.8139  -2.8444  0.117
H  -1.3545  0.4923  -3.2971  0.124
H  -4.7870  2.1087  -1.1601  0.149
H  -3.6534  2.0761  0.2089  0.141
H  -8.0976  0.0793  0.7006  0.079
H  -8.0717  -1.6200  1.1962  0.079
H  -7.2893  -1.1294  -0.3107  0.077

---

Molecular formula: C2H11O4
Method: DFT, the ωB97M-V functional and the def2-TZVPD basis

## Properties
Charge: -1
Orbital gap in eV: 8.60
Highest occupied orbital energy in eV: -4.453

Last column: Löwdin charge in e.
CARTESIAN COORDINATES (ANGSTROEM)
C  0.7657  0.2796  0.7868  -0.462
O  -0.2515  -0.2947  0.0685  -0.357
C  1.2096  1.6796  0.3010  -0.125
H  1.7054  -0.3211  0.7550  0.094
H  0.5221  0.4234  1.8583  0.085
H  1.9126  2.0692  1.0377  0.050
H  0.3699  2.3623  0.1525  0.060
H  1.6822  1.6146  -0.6734  0.056
H  -1.7959  1.1351  -1.9269  0.009
H  -0.5442  0.4332  -1.4558  -0.016
O  -0.9923  0.7463  -2.2932  -0.131
H  -1.6001  -1.4386  2.4179  0.000
H  -1.5122  -0.6946  1.0967  -0.015
O  -2.1652  -1.1822  1.6837  -0.136
H  -0.3510  -2.7704  -1.4389  0.031
H  0.4894  -1.6400  -0.8673  -0.009
O  0.5554  -2.4018  -1.5026  -0.132

---

Molecular formula: C3H5P
Method: DFT, the ωB97M-V functional and the def2-TZVPD basis

## Properties
Orbital gap (alpha / beta) in eV: 7.43 / 8.46
Highest occupied orbital energy (alpha / beta) in eV: -7.734 / -9.193

Last column: Löwdin charge in e.
CARTESIAN COORDINATES (ANGSTROEM)
C  -0.5464  1.1188  -0.1221  -0.486
C  0.4060  0.1727  -0.4094  -0.412
C  -0.1981  -1.1141  -0.1724  -0.427
P  -1.7549  -0.0480  0.2434  0.861
H  -0.4398  2.2319  -0.2175  0.074
H  1.3704  0.2199  -0.9788  0.105
H  1.0499  0.8689  1.7462  0.121
H  -0.0436  -1.8194  -0.9574  0.051
H  0.1566  -1.6307  0.8680  0.114

---

Molecular formula: C3H5O4Sn
Method: DFT, the ωB97M-V functional and the def2-TZVPD basis

## Properties
Charge: +1
Orbital gap in eV: 7.70
Highest occupied orbital energy in eV: -13.521

Last column: Löwdin charge in e.
CARTESIAN COORDINATES (ANGSTROEM)
O  -0.2664  4.2719  -0.6341  0.181
C  -0.3810  3.0776  -0.7448  -0.733
O  0.4587  2.1267  -0.5742  -0.146
O  -1.6161  2.4780  -1.0245  -0.078
H  -2.2970  3.0992  -1.3091  0.166
C  -0.4129  -0.8665  1.4983  -0.152
O  -0.8712  -0.6074  0.3704  -0.233
C  0.9024  -0.3822  1.9674  0.011
H  1.1490  -1.4435  2.3620  0.155
H  -1.1545  -1.0800  2.2896  0.169
H  1.6381  -0.2481  1.1691  0.109
H  0.7776  0.1976  2.8942  0.133
Sn  -0.6827  0.6252  -0.9921  1.418

---

Molecular formula: C42H44O3P2PdS
Method: DFT, the ωB97M-V functional and the def2-TZVPD basis

## Properties
Charge: +2
Spin multiplicity: 5
Orbital gap (alpha / beta) in eV: 5.83 / 2.73
Highest occupied orbital energy (alpha / beta) in eV: -12.027 / -12.296

Last column: Löwdin charge in e.
CARTESIAN COORDINATES (ANGSTROEM)
Pd  1.0257  -1.0922  0.2440  0.645
C  5.1909  -2.7872  0.7281  -0.082
C  5.2625  -2.2850  -0.5180  -0.164
C  5.5832  -3.1064  -1.7281  -0.158
C  4.9231  -4.5098  -1.7667  -0.125
C  3.5348  -4.6325  -1.2132  0.000
C  3.2126  -4.7107  0.0860  0.036
C  4.2559  -5.1311  1.0962  -0.121
C  5.4814  -4.2053  1.1068  -0.151
C  -1.0781  -0.8655  0.0856  -0.141
H  5.0541  -2.1466  1.5951  0.089
H  5.4338  -1.2002  -0.6708  0.105
H  6.6826  -3.2457  -1.7900  0.147
H  5.3313  -2.5390  -2.6331  0.101
H  4.8920  -4.8142  -2.8296  0.137
H  5.5921  -5.2117  -1.2500  0.127
H  2.7861  -4.8311  -1.9837  0.123
H  2.1730  -4.6405  0.4437  0.099
H  4.6240  -6.1572  0.8763  0.153
H  3.8141  -5.1659  2.1029  0.127
H  5.9047  -4.2089  2.1279  0.140
H  6.2609  -4.5896  0.4337  0.115
H  -1.1130  -0.3304  1.0550  0.047
H  -1.7536  -1.7377  0.1266  0.025
H  -1.3420  -0.1819  -0.7253  0.012
P  3.0295  -0.6281  -0.7191  1.011
P  0.0293  -2.8247  -0.9362  1.007
C  2.6264  -1.9597  -1.8898  -0.302
C  1.4901  -2.7622  -2.0071  -0.312
C  3.4632  0.8146  -1.7105  -0.335
C  4.1205  0.7829  -2.9719  -0.063
C  4.4394  1.9934  -3.6119  -0.053
C  3.9347  3.2112  -3.1270  -0.025
C  3.1923  3.2228  -1.9373  -0.037
C  3.0440  2.0577  -1.1788  -0.099
C  3.6926  -0.2641  0.9823  -0.374
C  3.0936  -0.8934  2.1004  -0.142
C  3.6671  -0.7767  3.3607  -0.061
C  4.8410  -0.0288  3.5291  -0.033
C  5.3754  0.6751  2.4417  -0.028
C  4.7884  0.5957  1.1774  -0.062
C  -1.2969  -3.0032  -2.1761  -0.342
C  -1.4529  -1.9575  -3.1071  -0.075
C  -2.2542  -2.1328  -4.2391  -0.042
C  -2.9518  -3.3350  -4.4266  -0.038
C  -2.9136  -4.3281  -3.4296  -0.049
C  -2.0770  -4.1697  -2.3146  -0.063
C  -0.2688  -4.0053  0.4549  -0.339
C  -0.6381  -3.4580  1.7105  -0.101
C  -0.8418  -4.2684  2.8334  -0.038
C  -0.5810  -5.6400  2.7446  -0.038
C  -0.1214  -6.1830  1.5417  -0.056
C  -0.0758  -5.4074  0.3726  -0.114
H  3.4013  -2.0692  -2.6431  0.055
H  1.4159  -3.4424  -2.8680  0.091
H  4.3729  -0.1858  -3.4187  0.097
H  5.0780  1.9845  -4.5005  0.117
H  4.1331  4.1477  -3.6577  0.125
H  2.7351  4.1500  -1.5969  0.116
H  2.5916  2.0752  -0.1840  0.090
H  2.1711  -1.5028  1.9667  0.076
H  3.2149  -1.2883  4.2123  0.121
H  5.3497  -0.0035  4.4966  0.125
H  6.2655  1.2859  2.5596  0.123
H  5.1716  1.1649  0.3329  0.121
H  -0.9192  -1.0178  -2.9347  0.109
H  -2.3345  -1.3252  -4.9745  0.124
H  -3.5470  -3.4920  -5.3345  0.124
H  -3.5335  -5.2241  -3.5253  0.119
H  -2.0046  -4.9565  -1.5581  0.100
H  -0.7803  -2.3764  1.8202  0.072
H  -1.2097  -3.8265  3.7591  0.124
H  -0.7469  -6.2866  3.6111  0.126
H  0.1998  -7.2252  1.4944  0.122
H  0.1924  -5.8927  -0.5828  0.124
C  -5.3591  4.4822  2.0105  -0.047
C  -4.0799  3.9533  1.4422  -0.264
C  -3.7399  4.2214  0.1076  -0.021
C  -2.5807  3.6934  -0.4451  -0.043
C  -1.7361  2.9180  0.3646  -0.263
C  -2.0153  2.7090  1.7180  -0.063
C  -3.1942  3.2282  2.2462  -0.035
S  -0.2509  2.2432  -0.3902  0.487
O  -0.7210  1.5070  -1.5604  -0.329
O  0.5134  3.4415  -0.6894  -0.273
O  0.3448  1.3812  0.6665  -0.362
H  -5.3184  5.5742  2.0308  0.092
H  -6.2235  4.1995  1.4042  0.088
H  -5.5263  4.1272  3.0287  0.079
H  -4.4053  4.8358  -0.4984  0.125
H  -2.3380  3.8136  -1.4983  0.121
H  -1.3645  2.1045  2.3499  0.105
H  -3.4254  3.0498  3.2994  0.117

---

Molecular formula: C5H5ClOS
Method: DFT, the ωB97M-V functional and the def2-TZVPD basis

## Properties
SMILES: C=C(C(C)=O)C(=S)Cl
Orbital gap in eV: 8.35
Highest occupied orbital energy in eV: -9.328

Last column: Löwdin charge in e.
CARTESIAN COORDINATES (ANGSTROEM)
C  0.8372  -1.6679  0.2122  0.045
C  1.1609  -0.4342  0.5563  -0.303
C  0.0637  0.5034  1.0660  -0.449
C  2.5459  0.1718  0.0616  -1.190
C  -0.5069  1.3227  0.0008  -0.045
O  -0.1931  0.6814  2.2456  0.105
S  2.7115  1.7139  -0.2573  0.766
Cl  3.9068  -0.8612  0.1563  0.657
H  1.5580  -2.3351  -0.3254  0.072
H  -0.1497  -2.1689  0.5668  0.119
H  -1.1191  0.6922  -0.7588  0.139
H  0.2091  1.7543  -0.7365  0.053
H  -1.0231  2.0787  0.3606  0.030